(1)
ORCA calculation (the ωB97M-V functional and the def2-TZVPD basis) on a cluster of 3 separate species, C5H15NOS in total.

Bonds (Å) are listed after each position.
Geometry (Å):
1 C -1.71 0.16 -0.34  N2 1.448, C7 1.607, H8 1.098, H9 1.121
2 N -0.47 -0.56 -0.14  C1 1.448, C3 1.406
3 C 0.65 0.29 -0.24  N2 1.406, C4 1.575, C6 1.584, H11 1.140
4 C 1.91 -0.40 0.42  C3 1.575, S5 1.830, H12 1.066, H13 1.071
5 S 3.26 -0.16 -0.79  C4 1.830, H14 1.371
6 C 0.79 1.83 0.08  C3 1.584, H15 1.079, H16 1.128, H17 1.094
7 C -2.84 -0.13 0.77  C1 1.607, H18 1.173, H19 1.144, H20 1.093
8 H -1.71 1.25 -0.40  C1 1.098
9 H -2.24 0.00 -1.31  C1 1.121
10 H -0.03 0.86 1.73  no bonds
11 H 0.96 0.11 -1.32  C3 1.140
12 H 2.06 0.15 1.32  C4 1.066
13 H 1.53 -1.37 0.66  C4 1.071
14 H 4.22 -0.11 0.19  S5 1.371
15 H -0.14 2.38 0.17  C6 1.079
16 H 1.36 2.03 1.03  C6 1.128
17 H 1.29 2.35 -0.74  C6 1.094
18 H -3.59 0.77 0.75  C7 1.173
19 H -3.28 -1.16 0.51  C7 1.144
20 H -2.37 -0.14 1.76  C7 1.093
21 H -0.10 -1.96 -1.10  O23 1.050
22 H 0.47 -3.41 -1.28  O23 0.921
23 O -0.02 -2.79 -1.74  H21 1.050, H22 0.921

## Properties
E_LUMO   -2.52 eV
Gap between HOMO and LUMO   6.1 eV

***

(2)
ORCA calculation (the ωB97M-V functional and the def2-TZVPD basis) on a cluster of 2 separate species, C5H15NOS in total.

Bonds (Å) are listed after each position.
Geometry (Å):
1 C -2.24 -2.29 0.45  C2 1.517, H5 1.089, H6 1.091, H7 1.091
2 C -2.68 -0.91 -0.01  C1 1.517, C3 1.516, O4 1.439, H8 1.094
3 C -1.57 -0.18 -0.74  C2 1.516, H9 1.091, H10 1.090, H11 1.091
4 O -3.06 -0.16 1.15  C2 1.439, H12 0.954
5 H -3.06 -2.80 0.96  C1 1.089
6 H -1.41 -2.20 1.14  C1 1.091
7 H -1.91 -2.90 -0.39  C1 1.091
8 H -3.55 -1.01 -0.67  C2 1.094
9 H -1.24 -0.74 -1.62  C3 1.091
10 H -0.71 -0.04 -0.09  C3 1.090
11 H -1.89 0.81 -1.09  C3 1.091
12 H -3.94 0.20 1.02  O4 0.954
13 N 3.02 1.50 1.58  C14 1.468, H17 1.009, H18 1.009
14 C 2.04 1.14 0.54  N13 1.468, C15 1.521, H19 1.092, H20 1.092
15 C 2.76 1.01 -0.79  C14 1.521, S16 1.832, H21 1.089, H22 1.088
16 S 1.55 0.78 -2.15  C15 1.832, H23 1.342
17 H 2.80 2.39 2.00  N13 1.009
18 H 3.04 0.82 2.32  N13 1.009
19 H 1.26 1.90 0.47  C14 1.092
20 H 1.58 0.18 0.78  C14 1.092
21 H 3.34 1.90 -1.00  C15 1.089
22 H 3.44 0.17 -0.77  C15 1.088
23 H 2.44 0.45 -3.09  S16 1.342

## Properties
E_LUMO   0.86 eV
SMILES   CC(C)O.NCCS
Gap between HOMO and LUMO   9.8 eV

***

Q: Which of them is the least stable? A: (1).

***

(1)
ORCA calculation (the ωB97M-V functional and the def2-TZVPD basis) on a cluster of 2 separate species, C5H15NOS in total.

Bonds (Å) are listed after each position.
Geometry (Å):
1 C 0.90 0.94 2.38  C2 1.536, H8 1.086, H9 1.097, H10 1.094
2 C -0.01 0.33 1.31  C1 1.536, C3 1.538, H11 1.082, H12 1.095
3 C -0.48 1.40 0.31  C2 1.538, N4 1.476, H13 1.099, H14 1.095
4 N -1.23 0.85 -0.84  C3 1.476, C5 1.469, H15 1.011
5 C -0.45 0.02 -1.76  N4 1.469, C6 1.510, H16 1.090, H17 1.096
6 C -0.84 -1.44 -1.75  C5 1.510, S7 1.816, H18 1.091, H19 1.094
7 S -2.53 -1.92 -2.19  C6 1.816, H20 1.335
8 H 1.13 0.21 3.14  C1 1.086
9 H 1.76 1.39 1.87  C1 1.097
10 H 0.48 1.79 2.92  C1 1.094
11 H 0.50 -0.49 0.81  C2 1.082
12 H -0.93 0.05 1.85  C2 1.095
13 H 0.35 2.02 -0.05  C3 1.099
14 H -1.11 2.19 0.73  C3 1.095
15 H -2.02 0.40 -0.40  N4 1.011
16 H 0.61 0.17 -1.57  C5 1.090
17 H -0.63 0.48 -2.74  C5 1.096
18 H -0.18 -2.01 -2.41  C6 1.091
19 H -0.57 -1.86 -0.77  C6 1.094
20 H -3.15 -1.54 -1.07  S7 1.335
21 O 2.73 -1.00 -0.23  H22 0.959, H23 0.925
22 H 3.12 -1.75 0.21  O21 0.959
23 H 2.55 -0.23 0.26  O21 0.925

## Properties
E_LUMO   0.70 eV
SMILES   CCCNCCS.O
Gap between HOMO and LUMO   9.2 eV

***

(2)
ORCA calculation (the ωB97M-V functional and the def2-TZVPD basis) on a cluster of 2 separate species, C5H15NOS in total.

Bonds (Å) are listed after each position.
Geometry (Å):
1 C -0.24 1.56 -1.47  C2 1.575, H8 1.103, H9 1.039, H10 1.070
2 C -1.66 0.97 -1.11  C1 1.575, N3 1.498, H11 1.168, H12 1.107
3 N -1.48 -0.34 -0.40  C2 1.498, C4 1.419, H13 1.005
4 C -0.52 -0.38 0.65  N3 1.419, C5 1.540, C6 1.573, H14 1.190
5 C -1.13 0.18 1.95  C4 1.540, H15 1.058, H16 1.025, H17 1.104
6 C -0.02 -1.86 0.77  C4 1.573, S7 1.851, H18 1.146, H19 1.066
7 S 1.77 -1.99 1.23  C6 1.851, H20 1.365
8 H -0.42 2.58 -1.85  C1 1.103
9 H 0.30 1.78 -0.61  C1 1.039
10 H 0.28 0.87 -2.11  C1 1.070
11 H -2.17 0.82 -2.15  C2 1.168
12 H -2.22 1.74 -0.54  C2 1.107
13 H -2.33 -0.85 -0.27  N3 1.005
14 H 0.47 0.25 0.43  C4 1.190
15 H -1.69 1.06 1.76  C5 1.058
16 H -1.78 -0.52 2.32  C5 1.025
17 H -0.38 0.41 2.73  C5 1.104
18 H -0.63 -2.17 1.68  C6 1.146
19 H -0.27 -2.57 0.01  C6 1.066
20 H 1.43 -1.01 2.11  S7 1.365
21 O 4.55 -0.21 -1.98  H22 0.961, H23 1.066
22 H 3.74 0.27 -2.18  O21 0.961
23 H 4.41 -0.58 -0.99  O21 1.066

## Properties
E_LUMO   0.68 eV
SMILES   CCN[C@@H](C)CS.O
Gap between HOMO and LUMO   9.3 eV

***

Q: Which of them is the least stable? A: (2).

***

(1)
ORCA calculation (the ωB97M-V functional and the def2-TZVPD basis) on the ion C5H9N2 with charge +1.

Bonds (Å) are listed after each position.
Geometry (Å):
1 C -1.15 0.81 -0.31  C2 1.199, C4 1.387
2 C -2.05 0.10 0.04  C1 1.199, C5 1.466
3 C 2.13 -0.11 -0.34  N6 1.343, N7 1.379, H8 1.091
4 C 0.10 1.30 -0.67  C1 1.387, N6 1.515, H9 1.085, H10 1.153
5 C -3.26 -0.68 0.31  C2 1.466, H11 1.076, H12 1.179, H13 1.053
6 N 1.15 0.63 0.20  C3 1.343, C4 1.515, H14 1.005
7 N 3.07 -0.76 0.44  C3 1.379, H15 0.977, H16 0.984
8 H 2.17 -0.19 -1.43  C3 1.091
9 H 0.43 1.20 -1.70  C4 1.085
10 H 0.39 2.36 -0.33  C4 1.153
11 H -4.07 -0.36 -0.34  C5 1.076
12 H -3.56 -0.61 1.45  C5 1.179
13 H -3.14 -1.70 0.12  C5 1.053
14 H 1.02 0.47 1.18  N6 1.005
15 H 3.72 -1.35 0.01  N7 0.977
16 H 3.04 -1.10 1.36  N7 0.984

## Properties
E_LUMO (spin up / spin down)   -2.89 / -8.24 eV
Net charge   +1
Spin multiplicity   3
Gap between HOMO and LUMO (spin up / spin down)   7.9 / 5.7 eV

***

(2)
ORCA calculation (the ωB97M-V functional and the def2-TZVPD basis) on the ion C5H9N2 with charge +1.

Bonds (Å) are listed after each position.
Geometry (Å):
1 C -2.55 -0.11 -0.51  N7 1.178
2 C 0.37 -1.08 1.13  C3 1.617, C4 1.546, H8 1.167, H9 1.128
3 C -1.17 -0.87 1.56  C2 1.617, N7 1.436, H10 1.047, H11 1.185
4 C 0.83 -0.01 0.12  C2 1.546, N6 1.259, H12 1.240
5 C 0.43 1.08 -1.95  N6 1.373, H13 1.135, H14 1.147, H15 1.156
6 N 0.55 0.00 -1.11  C4 1.259, C5 1.373, H16 1.110
7 N -1.81 -0.46 0.34  C1 1.178, C3 1.436
8 H 1.25 -1.21 1.89  C2 1.167
9 H 0.53 -2.13 0.75  C2 1.128
10 H -1.72 -1.63 2.04  C3 1.047
11 H -1.26 0.16 2.13  C3 1.185
12 H 1.71 0.75 0.53  C4 1.240
13 H 1.22 1.89 -1.90  C5 1.135
14 H 0.28 0.73 -3.03  C5 1.147
15 H -0.59 1.59 -1.73  C5 1.156
16 H -0.22 -0.69 -1.52  N6 1.110

## Properties
E_LUMO (spin up / spin down)   -3.13 / -9.69 eV
Net charge   +1
Spin multiplicity   3
Gap between HOMO and LUMO (spin up / spin down)   9.3 / 5.8 eV

***

Q: Which of them is the least stable? A: (2).

***

(1)
ORCA calculation (the ωB97M-V functional and the def2-TZVPD basis) on the molecule C5H15N3.

Bonds (Å) are listed after each position.
Geometry (Å):
1 C -2.36 2.48 -0.87  N2 1.496, H9 1.091, H10 1.083, H11 1.094
2 N -0.93 2.08 -0.64  C1 1.496, C3 1.473, H12 1.010
3 C -0.62 0.91 0.21  N2 1.473, C4 1.611, H13 1.069, H14 1.065
4 C 0.34 -0.05 -0.65  C3 1.611, N5 1.488, C6 1.525, H15 1.104
5 N -0.49 -1.28 -0.80  C4 1.488, H16 1.011, H17 1.003
6 C 1.58 -0.43 0.16  C4 1.525, C7 1.529, H18 1.109, H19 1.119
7 C 1.54 -1.34 1.39  C6 1.529, N8 1.538, H20 1.078, H21 1.155
8 N 1.79 -2.75 0.83  C7 1.538, H22 1.012, H23 1.010
9 H -2.97 2.79 -0.02  C1 1.091
10 H -2.36 3.27 -1.61  C1 1.083
11 H -2.81 1.56 -1.26  C1 1.094
12 H -0.58 2.86 -0.11  N2 1.010
13 H -1.43 0.25 0.43  C3 1.069
14 H -0.17 1.25 1.12  C3 1.065
15 H 0.66 0.53 -1.53  C4 1.104
16 H -1.38 -0.96 -1.16  N5 1.011
17 H -0.16 -2.08 -1.32  N5 1.003
18 H 2.10 0.53 0.37  C6 1.109
19 H 2.36 -0.87 -0.50  C6 1.119
20 H 0.73 -1.25 2.09  C7 1.078
21 H 2.46 -1.15 2.07  C7 1.155
22 H 0.99 -2.91 0.24  N8 1.012
23 H 1.72 -3.44 1.56  N8 1.010

## Properties
E_LUMO   1.05 eV
SMILES   CNC[C@H](N)CCN
Gap between HOMO and LUMO   10.0 eV

***

(2)
ORCA calculation (the ωB97M-V functional and the def2-TZVPD basis) on the molecule C5H15N3.

Bonds (Å) are listed after each position.
Geometry (Å):
1 C 0.29 -0.28 3.33  N2 1.468, H9 1.095, H10 1.094, H11 1.079
2 N 0.76 -0.21 1.94  C1 1.468, C3 1.462, H12 1.015
3 C -0.15 0.46 1.03  N2 1.462, C4 1.536, H13 1.101, H14 1.089
4 C 0.54 0.89 -0.28  C3 1.536, N5 1.447, C6 1.568, H15 1.097
5 N -0.24 1.87 -1.01  C4 1.447, H16 1.005, H17 1.016
6 C 0.78 -0.38 -1.16  C4 1.568, C7 1.518, H18 1.087, H19 1.096
7 C -0.50 -0.98 -1.71  C6 1.518, N8 1.458, H20 1.090, H21 1.103
8 N -0.88 -0.40 -3.00  C7 1.458, H22 1.008, H23 1.004
9 H -0.39 -1.12 3.51  C1 1.095
10 H 1.18 -0.46 3.94  C1 1.094
11 H -0.20 0.65 3.58  C1 1.079
12 H 1.13 -1.10 1.62  N2 1.015
13 H -1.08 -0.11 0.86  C3 1.101
14 H -0.53 1.33 1.56  C3 1.089
15 H 1.52 1.24 0.06  C4 1.097
16 H -0.73 2.50 -0.39  N5 1.005
17 H -0.91 1.42 -1.63  N5 1.016
18 H 1.27 -1.08 -0.48  C6 1.087
19 H 1.48 -0.20 -1.98  C6 1.096
20 H -1.30 -0.81 -0.99  C7 1.090
21 H -0.34 -2.07 -1.77  C7 1.103
22 H -0.13 -0.18 -3.62  N8 1.008
23 H -1.57 -0.99 -3.43  N8 1.004

## Properties
E_LUMO   1.04 eV
SMILES   CNC[C@H](N)CCN
Gap between HOMO and LUMO   9.5 eV

***

Q: Which of them is the least stable? A: (1).